1.
Density functional theory data (ωB97M-V/def2-TZVPD) for the molecule C3H6N2O at a distorted geometry.

DFT total energy: -8232.284 eV
HOMO level: -0.3389 Eh
energy relative to the best compared isomer or geometry (same formula, charge and spin): 101.8 kcal/mol
SMILES: O=NN1CCC1
lowest unoccupied orbital energy: 0.434 eV

ORCA input file:
```
! RIJCOSX wB97M-V def2-TZVPD def2/J DEFGRID3
* xyz 0 1
C 0.033 1.022 0.046
C -1.245 0.155 -0.062
C -0.349 -1.069 -0.041
H 0.121 1.436 1.085
H 0.045 1.839 -0.700
H -1.934 0.318 0.708
H -1.657 0.153 -1.071
H -0.514 -1.892 -0.762
H -0.323 -1.471 1.005
N 2.053 -0.536 0.198
N 0.821 -0.174 -0.253
O 2.948 0.219 -0.154
*
```


2.
Density functional theory data (ωB97M-V/def2-TZVPD) for a cluster of 13 separate species, C73H65N13O16 in total at a distorted geometry.

DFT total energy: -128857.488 eV
HOMO level: -0.3438 Eh
energy relative to the best compared isomer or geometry (same formula, charge and spin): 78.0 kcal/mol
lowest unoccupied orbital energy: -0.642 eV

ORCA input file:
```
! RIJCOSX wB97M-V def2-TZVPD def2/J DEFGRID3
* xyz 0 1
C -21.107 17.283 -25.966
C -19.880 16.670 -25.651
C -19.569 16.294 -24.364
C -20.562 16.341 -23.378
C -21.800 16.918 -23.690
C -22.036 17.378 -24.954
N -20.315 15.863 -22.033
O -21.206 15.960 -21.273
O -19.271 15.354 -21.748
H -21.364 17.510 -26.990
H -19.115 16.485 -26.390
H -18.604 15.867 -24.135
H -22.511 17.075 -22.893
H -22.933 17.897 -25.258
C -16.265 10.067 -37.306
C -15.768 11.315 -37.751
C -16.163 12.497 -37.132
C -17.245 12.360 -36.213
C -17.847 11.099 -35.895
C -17.288 9.923 -36.395
N -17.836 13.573 -35.674
O -18.492 13.514 -34.652
O -17.519 14.614 -36.248
H -15.906 9.165 -37.778
H -14.986 11.399 -38.492
H -15.810 13.475 -37.426
H -18.582 11.089 -35.103
H -17.759 8.975 -36.182
C -24.029 10.552 -38.580
C -24.553 11.027 -39.779
C -25.624 10.296 -40.258
C -26.299 9.301 -39.489
C -25.811 8.991 -38.213
C -24.619 9.495 -37.842
N -27.343 8.562 -40.163
O -27.657 8.948 -41.294
O -27.686 7.506 -39.705
H -23.126 10.970 -38.162
H -24.039 11.748 -40.398
H -25.848 10.572 -41.278
H -26.378 8.223 -37.708
H -24.185 9.224 -36.890
C -23.960 -0.285 -28.686
C -24.736 0.828 -29.147
C -26.125 0.690 -29.301
C -26.706 -0.480 -28.917
C -25.980 -1.546 -28.324
C -24.602 -1.471 -28.300
N -28.201 -0.594 -28.973
O -28.926 0.397 -28.817
O -28.712 -1.770 -29.116
H -22.897 -0.233 -28.505
H -24.141 1.668 -29.473
H -26.715 1.503 -29.695
H -26.580 -2.427 -28.150
H -24.012 -2.342 -28.055
C -17.146 1.810 -27.552
C -17.414 3.076 -28.100
C -17.410 3.306 -29.440
C -16.967 2.229 -30.299
C -16.758 0.949 -29.753
C -16.904 0.719 -28.379
N -16.693 2.524 -31.689
O -16.001 1.770 -32.347
O -17.315 3.387 -32.248
H -17.178 1.660 -26.483
H -17.619 3.921 -27.459
H -17.568 4.315 -29.793
H -16.394 0.113 -30.332
H -16.732 -0.279 -28.003
C -10.787 7.681 -21.560
C -12.002 8.447 -21.456
C -12.867 8.492 -22.563
C -12.675 7.704 -23.676
C -11.484 6.903 -23.766
C -10.619 6.931 -22.711
N -13.693 7.748 -24.763
O -13.356 7.378 -25.846
O -14.805 8.132 -24.511
H -10.083 7.506 -20.760
H -12.054 8.883 -20.469
H -13.726 9.146 -22.583
H -11.374 6.180 -24.561
H -9.853 6.171 -22.749
C -9.154 11.937 -28.823
C -9.891 12.129 -27.641
C -11.245 12.304 -27.802
C -11.854 12.481 -29.098
C -11.015 12.551 -30.194
C -9.675 12.267 -30.051
N -13.339 12.570 -29.175
O -14.078 12.671 -28.144
O -13.774 12.609 -30.296
H -8.112 11.661 -28.760
H -9.434 11.823 -26.711
H -11.763 12.191 -26.861
H -11.451 12.785 -31.154
H -9.076 12.224 -30.949
C -34.868 11.745 -29.915
C -34.651 12.194 -31.225
C -33.386 12.019 -31.794
C -32.292 11.804 -30.964
C -32.541 11.364 -29.651
C -33.837 11.213 -29.092
N -30.866 11.952 -31.382
O -30.038 12.274 -30.608
O -30.546 11.756 -32.545
H -35.905 11.788 -29.617
H -35.458 12.596 -31.819
H -33.204 12.124 -32.853
H -31.684 11.170 -29.024
H -34.077 10.752 -28.145
N -27.282 18.708 -34.808
C -26.734 17.523 -35.280
C -26.234 17.341 -36.573
C -26.446 18.334 -37.523
C -27.089 19.510 -37.098
C -27.406 19.691 -35.747
H -26.801 16.771 -34.507
H -25.662 16.474 -36.867
H -26.102 18.104 -38.520
H -27.154 20.380 -37.735
H -27.850 20.595 -35.358
N -21.471 9.072 -29.786
C -22.637 9.247 -30.414
C -23.151 10.503 -30.841
C -22.487 11.646 -30.422
C -21.305 11.578 -29.721
C -20.843 10.262 -29.383
H -23.190 8.387 -30.762
H -24.018 10.431 -31.480
H -22.817 12.632 -30.715
H -20.768 12.437 -29.344
H -19.893 10.137 -28.885
N -27.279 11.315 -24.593
C -27.682 10.965 -23.365
C -26.764 10.622 -22.377
C -25.392 10.862 -22.558
C -24.963 11.404 -23.808
C -25.938 11.526 -24.834
H -28.733 10.877 -23.135
H -27.121 10.341 -21.397
H -24.694 10.737 -21.743
H -23.941 11.744 -23.896
H -25.707 11.973 -25.790
N -24.590 3.996 -34.906
C -23.290 3.891 -35.225
C -22.785 3.537 -36.518
C -23.711 3.319 -37.541
C -25.117 3.385 -37.235
C -25.431 3.600 -35.870
H -22.549 3.980 -34.443
H -21.723 3.416 -36.669
H -23.375 3.052 -38.532
H -25.857 3.235 -38.008
H -26.444 3.608 -35.498
N -31.603 6.567 -34.225
C -30.734 6.705 -33.224
C -30.930 6.227 -31.934
C -32.140 5.611 -31.689
C -33.080 5.403 -32.754
C -32.780 5.922 -33.991
H -29.776 7.164 -33.418
H -30.225 6.402 -31.134
H -32.419 5.267 -30.704
H -33.955 4.779 -32.647
H -33.391 5.688 -34.851
*
```


3.
Density functional theory data (ωB97M-V/def2-TZVPD) for a cluster of 3 separate species, C14H16N4S2 in total at a distorted geometry.

DFT total energy: -42396.196 eV
HOMO level: -0.2951 Eh
lowest unoccupied orbital energy: -0.003 eV

ORCA input file:
```
! RIJCOSX wB97M-V def2-TZVPD def2/J DEFGRID3
* xyz 0 1
C -1.131 -2.021 -2.677
N -0.612 -0.664 -2.767
C -1.588 0.132 -3.459
H -1.560 -0.090 -4.388
H -0.947 1.248 -3.256
H -2.538 0.212 -2.784
C -0.206 -0.091 -1.166
C 0.758 0.881 -1.469
C 0.404 2.195 -1.265
C 1.448 3.210 -1.577
C 2.414 2.363 -1.878
S 2.357 0.653 -1.878
H 3.704 3.013 -2.170
H 1.251 4.200 -1.490
H -0.525 2.562 -1.014
C -1.359 0.027 -0.162
N -0.684 0.429 1.036
C -0.357 -0.622 1.944
N -0.701 -2.054 1.493
C -0.444 -2.871 2.542
N 0.425 -2.802 3.638
C 0.534 -1.500 4.005
C 0.291 -0.445 3.050
C 0.757 0.876 3.664
C 1.657 0.373 4.660
S 1.598 -1.004 5.187
H 2.174 1.531 5.366
H 0.725 1.658 3.032
H -0.686 -3.835 2.360
H -0.350 1.254 1.121
H -1.988 0.642 -0.610
H -1.732 -1.045 -0.150
H 0.442 -1.069 -0.955
H -1.939 -2.154 -2.123
H -1.107 -2.353 -3.643
H -0.486 -2.839 -2.220
*
```


4.
Density functional theory data (ωB97M-V/def2-TZVPD) for a structure of composition C23H15BrIN3O2SW.

DFT total energy: -123448.046 eV
HOMO level (spin up / spin down): -0.5373 / -0.5438 Eh
energy relative to the best compared isomer or geometry (same formula, charge and spin): 11.9 kcal/mol
lowest unoccupied orbital energy (spin up / spin down): -8.067 / -7.698 eV

ORCA input file:
```
! RIJCOSX wB97M-V def2-TZVPD def2/J DEFGRID3
* xyz 2 3
W 0.267 0.074 0.160
I 0.850 -1.310 2.477
C -0.704 -2.643 2.021
C -1.145 -3.550 2.945
C -2.161 -4.453 2.585
C -2.696 -4.424 1.326
C -2.244 -3.484 0.370
C -2.780 -3.445 -0.939
C -2.332 -2.550 -1.877
C -1.326 -1.638 -1.536
C -0.781 -1.593 -0.252
C -1.232 -2.556 0.718
H -0.728 -3.590 3.943
H -2.510 -5.171 3.313
H -3.472 -5.124 1.048
H -3.561 -4.151 -1.195
H -2.752 -2.544 -2.873
H -0.995 -0.931 -2.293
Br 2.845 2.649 3.849
C 1.408 3.508 2.998
C 1.048 4.819 3.317
N 0.049 5.451 2.721
C -0.646 4.825 1.787
C -0.367 3.509 1.401
C 0.682 2.850 2.029
C -1.192 2.922 0.339
O -2.047 3.397 -0.306
O -0.876 1.509 0.071
H 1.594 5.371 4.074
H -1.455 5.373 1.319
H 0.948 1.826 1.777
N 2.376 -2.713 -0.667
C 2.884 -1.485 -0.751
N 2.132 -0.382 -0.715
C 2.928 0.771 -0.857
C 2.428 2.059 -0.954
C 3.328 3.115 -0.998
C 4.699 2.868 -0.982
C 5.202 1.574 -0.941
C 4.298 0.527 -0.871
S 4.586 -1.202 -0.858
H 1.379 -2.842 -0.764
H 2.971 -3.524 -0.741
H 1.366 2.264 -1.089
H 2.964 4.129 -1.079
H 5.391 3.696 -1.034
H 6.268 1.399 -0.967
*
```